(1)
ORCA calculation (the ωB97M-V functional and the def2-TZVPD basis) on C34H41CrN6O5PS2Se as an isolated structure.

Results
* charge: -1
* ⟨S²⟩: 0.764
* HOMO (spin up / spin down): -4.47 / -4.54 eV
* 2S+1: 2
* lowest unoccupied orbital energy (spin up / spin down): 2.3 / 2.3 eV

```
91
Properties=species:S:1:pos:R:3:lowdin_charge:R:1
Cr -0.27226 -0.47606 -0.49346 0.37
C -0.32520 -3.71427 0.86736 -0.01
C 0.04687 -2.38908 1.44003 -0.29
N -0.83651 -1.44333 1.47216 -0.02
N -0.70737 -0.53255 2.51878 -0.02
C -0.85706 0.70435 2.23662 -1.05
S -0.91540 1.39096 0.65799 0.73
S -1.10133 1.78626 3.64261 0.86
C -2.88168 2.06463 3.33968 -0.44
C -3.69733 0.82264 3.55567 -0.29
C -3.87096 -0.09050 2.51977 -0.05
C -4.58523 -1.26214 2.72506 -0.07
C -5.13918 -1.53345 3.96773 -0.11
C -4.96435 -0.63076 5.00938 -0.10
C -4.24313 0.53500 4.80350 -0.06
C 1.39793 -2.15535 1.96072 -0.14
C 2.03853 -2.93150 2.91594 -0.04
C 3.33119 -2.63573 3.31788 -0.12
C 3.98449 -1.55325 2.73087 -0.10
C 3.37240 -0.78630 1.75772 -0.01
C 2.06088 -1.06836 1.33534 -0.36
O 1.51916 -0.40378 0.34643 -0.20
H -1.35207 -3.69250 0.51291 0.08
H 0.34706 -4.03999 0.07530 0.05
H -0.25320 -4.44258 1.68323 0.09
H -3.17519 2.85890 4.02683 0.07
H -2.98486 2.43170 2.31884 0.06
H -3.41184 0.09423 1.55535 0.07
H -4.69192 -1.96351 1.90653 0.10
H -5.69790 -2.44729 4.12917 0.09
H -5.38702 -0.83874 5.98504 0.09
H -4.09386 1.23137 5.62161 0.11
H 1.50445 -3.76011 3.36836 0.11
H 3.82008 -3.22821 4.07988 0.09
H 4.99481 -1.30812 3.03831 0.09
H 3.88682 0.04541 1.29216 0.11
Se -2.52939 -0.78041 -1.51923 0.74
C -3.19675 0.99735 -1.74534 -0.64
C -4.25352 1.47328 -0.97561 -0.13
C -4.72451 2.75933 -1.19062 -0.17
N -4.23117 3.59221 -2.10472 0.03
C -3.22585 3.12129 -2.84432 -0.16
C -2.68407 1.85226 -2.71448 -0.10
H -4.70760 0.85084 -0.21666 0.08
H -5.54605 3.13991 -0.59065 0.09
H -2.82720 3.79930 -3.59302 0.10
H -1.87952 1.52884 -3.35867 0.09
O 1.55123 2.19410 -5.37249 0.07
C 2.51327 1.98292 -4.42790 -0.26
C 3.81380 2.43902 -4.62177 -0.04
C 4.78147 2.23221 -3.65065 -0.10
C 4.45524 1.58333 -2.46934 -0.09
C 3.15228 1.14920 -2.27122 0.00
C 2.17503 1.32438 -3.24512 -0.05
C 0.80406 0.74058 -2.98454 -0.56
O 0.17348 0.22239 -3.89673 0.04
O 0.46502 0.81336 -1.75132 -0.19
H 1.92730 2.73862 -6.07120 0.10
H 4.06336 2.96181 -5.54005 0.10
H 5.78984 2.59026 -3.81912 0.10
H 5.20409 1.43034 -1.70310 0.09
H 2.85126 0.67003 -1.34544 0.11
C -1.74820 -4.27827 -2.19230 -0.13
N -0.36979 -4.46389 -2.61660 -0.29
C -0.15689 -5.63763 -3.44470 -0.11
P 0.73584 -3.21243 -2.60860 0.58
O 0.22558 -2.20538 -1.63916 -0.35
N 0.96048 -2.87810 -4.20333 -0.29
C -0.21890 -2.66260 -5.04143 -0.08
C 2.17905 -2.27407 -4.73537 -0.09
N 2.24256 -3.72631 -2.16567 -0.28
C 3.01578 -4.68918 -2.92095 -0.12
C 2.72645 -3.51557 -0.81017 -0.08
H -2.42486 -4.29668 -3.05520 0.08
H -1.86440 -3.32018 -1.69907 -0.02
H -2.05049 -5.07431 -1.50481 0.09
H -1.07121 -5.87038 -3.99837 0.08
H 0.10852 -6.51738 -2.84930 0.08
H 0.62813 -5.46253 -4.17842 0.06
H -1.06499 -3.23261 -4.66112 0.07
H -0.00212 -3.00577 -6.05700 0.09
H -0.48955 -1.60672 -5.05684 0.07
H 2.91870 -2.14621 -3.94703 0.08
H 1.96038 -1.28928 -5.14342 0.08
H 2.60093 -2.91658 -5.51699 0.08
H 2.67239 -4.74270 -3.95095 0.06
H 2.95881 -5.69089 -2.47748 0.09
H 4.06670 -4.38482 -2.93217 0.09
H 2.18786 -2.69479 -0.35397 0.05
H 3.78637 -3.24878 -0.84265 0.10
H 2.61822 -4.41322 -0.18984 0.09
```

(2)
ORCA calculation (the ωB97M-V functional and the def2-TZVPD basis) on a 8-piece molecular cluster, C34H41F12N3O8 overall in a non-equilibrium geometry.

Results
* structure (SMILES): CCOC(=O)C(F)(F)F.CCOC(=O)C(F)(F)F.CCOC(=O)C(F)(F)F.CCOC(=O)C(F)(F)F.c1cc[nH]c1.c1cc[nH]c1.c1cc[nH]c1.c1ccccc1
* HOMO: -8.27 eV
* 2S+1: 1
* lowest unoccupied orbital energy: 0.3 eV

```
98
Properties=species:S:1:pos:R:3:lowdin_charge:R:1
C -2.13604 0.27451 9.57920 -0.05
C -3.07166 1.16205 8.69506 -0.20
O -3.16819 2.40878 9.32635 0.02
C -3.69000 3.46424 8.70680 -0.31
O -4.25140 3.41298 7.56796 0.10
C -3.48967 4.78860 9.47718 -0.53
F -2.68351 5.55161 8.73614 0.17
F -4.65721 5.44397 9.55328 0.17
F -2.86551 4.54727 10.65174 0.16
H -1.14636 0.72587 9.64936 0.07
H -2.01313 -0.69119 9.08889 0.07
H -2.43732 0.11030 10.61379 0.07
H -4.02351 0.64495 8.57384 0.13
H -2.61509 1.22197 7.70709 0.13
C 5.80332 -11.72643 -4.38101 -0.06
C 5.06106 -10.61470 -5.10009 -0.20
O 4.86112 -9.48706 -4.21870 0.00
C 3.78858 -9.36946 -3.36214 -0.31
O 2.91540 -10.22051 -3.20059 0.14
C 3.82154 -8.02904 -2.60834 -0.52
F 4.87608 -7.18501 -2.79562 0.14
F 2.73685 -7.33279 -3.00118 0.15
F 3.76075 -8.23673 -1.29429 0.17
H 5.29221 -11.96761 -3.44897 0.08
H 6.81062 -11.41118 -4.10885 0.08
H 5.91308 -12.55341 -5.08254 0.08
H 4.08093 -11.05061 -5.29355 0.12
H 5.53073 -10.25309 -6.01484 0.13
C -2.40372 -0.71478 -1.59863 -0.07
C -2.59602 -0.13768 -0.20838 -0.21
O -2.23456 1.23369 0.03678 0.02
C -1.38143 1.62426 1.03515 -0.34
O -0.73394 0.95534 1.79919 0.17
C -1.13988 3.13777 1.02997 -0.50
F 0.08158 3.45274 0.46675 0.13
F -2.04898 3.82322 0.26592 0.12
F -1.20097 3.62898 2.24451 0.19
H -1.37367 -0.74431 -1.95393 0.08
H -2.98673 -0.17735 -2.34654 0.08
H -2.57735 -1.78965 -1.54761 0.08
H -2.11390 -0.77459 0.53324 0.12
H -3.66314 -0.25659 -0.02073 0.12
C -0.99055 -5.05884 -14.59013 -0.05
C -0.00813 -4.76355 -13.40827 -0.20
O -0.73821 -4.88669 -12.18683 0.01
C -0.39381 -4.12768 -11.10499 -0.32
O 0.57348 -3.38604 -11.03724 0.15
C -1.39117 -4.36507 -9.93840 -0.59
F -2.06983 -3.31678 -9.57804 0.21
F -2.27147 -5.35141 -10.34186 0.12
F -0.78832 -4.75011 -8.87234 0.22
H -1.82849 -5.74662 -14.47647 0.07
H -0.46406 -5.38533 -15.48697 0.07
H -1.50925 -4.10815 -14.71359 0.07
H 0.35369 -3.75310 -13.59849 0.12
H 0.93754 -5.30560 -13.40792 0.12
C -1.03274 11.85657 1.00549 -0.10
C -0.97886 13.25682 1.26458 -0.13
C -0.08799 13.48332 2.22898 -0.17
N 0.49116 12.30365 2.60229 0.01
C -0.13009 11.32014 1.86024 -0.16
H -1.64489 11.30497 0.30734 0.09
H -1.55677 14.04215 0.80014 0.09
H 0.43926 14.35555 2.58623 0.11
H 1.15497 12.10342 3.33670 0.15
H 0.13738 10.28151 1.98719 0.10
C 5.05880 4.52639 8.79769 -0.08
C 5.68971 3.87471 7.62831 -0.10
C 4.68666 3.31278 6.89293 -0.16
N 3.49629 3.65130 7.45814 -0.01
C 3.70382 4.31930 8.61449 -0.17
H 5.50175 5.10814 9.59252 0.08
H 6.74319 3.79438 7.40442 0.08
H 4.68069 2.75500 5.96813 0.11
H 2.59393 3.45797 7.04768 0.15
H 2.92804 4.72354 9.24786 0.10
C -8.75062 -1.33390 5.35218 -0.16
C -8.28126 -1.96125 4.21045 -0.08
C -9.06955 -3.07698 4.21003 -0.19
N -9.98631 -3.06021 5.14533 0.01
C -9.85187 -1.90260 5.80993 -0.16
H -8.40838 -0.41589 5.80663 0.10
H -7.41291 -1.75358 3.60279 0.10
H -9.07704 -3.96001 3.58825 0.11
H -10.67205 -3.77333 5.34858 0.16
H -10.57756 -1.64937 6.56865 0.12
C 4.06199 1.70831 -4.30659 -0.12
C 4.51840 0.45516 -4.63400 -0.09
C 5.84460 0.18297 -4.30858 -0.09
C 6.61727 1.03802 -3.50411 -0.10
C 6.08791 2.26213 -3.14605 -0.09
C 4.80348 2.58793 -3.58700 -0.10
H 3.06460 1.87460 -4.68602 0.10
H 3.96580 -0.24460 -5.24340 0.10
H 6.40426 -0.68529 -4.62369 0.09
H 7.63957 0.77663 -3.27394 0.10
H 6.71349 2.92334 -2.56481 0.10
H 4.44902 3.59197 -3.40630 0.10
```

(3)
ORCA calculation (the ωB97M-V functional and the def2-TZVPD basis) on C34H41N7O2S2TeTi as an isolated structure in a non-equilibrium geometry.

Results
* charge: +2
* HOMO: -11.50 eV
* 2S+1: 1
* lowest unoccupied orbital energy: -6.8 eV

```
88
Properties=species:S:1:pos:R:3:lowdin_charge:R:1
Ti -0.00272 -0.15118 0.12804 0.75
C 4.23145 0.79374 4.32125 -0.07
C 3.70974 1.91346 3.42901 -0.20
N 3.50338 1.52676 2.02851 0.02
C 2.52312 0.75064 1.58656 -0.80
S 2.26066 0.68227 -0.14167 0.73
N 1.78674 0.09222 2.46348 -0.03
N 0.72959 -0.56909 1.96605 -0.21
C -0.04351 -1.19714 2.81650 -0.27
C 0.21827 -1.21444 4.27948 0.02
C -1.17924 -1.85149 2.19330 -0.19
C -2.03508 -2.71119 2.87483 0.04
C -3.03244 -3.36870 2.18259 0.01
C -3.10914 -3.19826 0.80342 0.00
C -2.23205 -2.33126 0.19392 -0.09
N -1.32202 -1.61167 0.86500 0.02
H 4.30850 1.16431 5.34281 0.08
H 3.55427 -0.05467 4.30680 0.05
H 5.21922 0.46105 4.00260 0.08
H 2.75939 2.28893 3.81522 0.12
H 4.42648 2.73147 3.41428 0.12
H 4.01507 2.02295 1.31875 0.13
H 1.26072 -0.97250 4.46073 0.08
H -0.39640 -0.45615 4.77259 0.12
H -0.01325 -2.18340 4.71777 0.09
H -1.90148 -2.85418 3.93653 0.13
H -3.72234 -4.02485 2.69536 0.13
H -3.83832 -3.73404 0.21338 0.13
H -2.24890 -2.21115 -0.88023 0.11
C 2.89962 -2.91644 -8.67350 -0.03
O 2.38815 -2.79830 -7.34317 -0.08
C 1.46903 -3.68893 -6.92818 -0.22
C 1.01397 -4.78856 -7.64631 0.01
C 0.03689 -5.60682 -7.10747 -0.04
C -0.50568 -5.34440 -5.85324 -0.06
C -0.04668 -4.26744 -5.12453 -0.02
C 0.94872 -3.44858 -5.65019 -0.16
N 1.38390 -2.25968 -5.00874 0.17
C 1.44556 -1.96797 -3.74066 0.05
C 1.47957 -2.86914 -2.63132 -0.12
C 2.06327 -4.14826 -2.74178 0.00
C 2.32555 -4.90075 -1.62675 -0.04
C 2.00041 -4.39558 -0.36550 -0.02
C 1.40776 -3.15808 -0.23130 0.01
C 1.11834 -2.37239 -1.35368 -0.30
O 0.47359 -1.21325 -1.25725 -0.30
H 2.09807 -2.82084 -9.40713 0.11
H 3.41994 -3.86441 -8.81195 0.10
H 3.60397 -2.10006 -8.79322 0.10
H 1.41454 -5.00458 -8.62632 0.12
H -0.31648 -6.45255 -7.68132 0.12
H -1.28826 -5.97429 -5.45488 0.12
H -0.46850 -4.03634 -4.15624 0.12
H 1.67911 -1.54733 -5.67210 0.18
H 1.54882 -0.91273 -3.50709 0.15
H 2.36939 -4.50896 -3.71419 0.13
H 2.80642 -5.86443 -1.71597 0.12
H 2.22692 -4.97644 0.51896 0.13
H 1.17293 -2.77161 0.75030 0.10
C -1.58088 -0.00404 -2.64378 -0.14
C -2.62376 0.64888 -3.58931 -0.13
N -3.12161 1.87773 -3.00220 -0.16
C -3.81098 1.56528 -1.76242 -0.13
C -2.82595 0.90880 -0.75767 -0.15
N -1.46617 0.76669 -1.36965 -0.23
C -1.00157 2.13202 -1.75491 -0.16
C -2.01143 2.78247 -2.74254 -0.12
H -0.59627 -0.00338 -3.10754 0.10
H -1.84535 -1.03713 -2.42486 0.10
H -3.47058 -0.01600 -3.76325 0.13
H -2.17977 0.88053 -4.55834 0.13
H -4.63939 0.89249 -1.98777 0.12
H -4.23281 2.48226 -1.35212 0.13
H -3.18526 -0.07053 -0.44877 0.10
H -2.72788 1.52409 0.13163 0.05
H -0.00661 2.04012 -2.19627 0.12
H -0.92563 2.73968 -0.86187 0.03
H -1.53464 3.02250 -3.69342 0.13
H -2.41015 3.70646 -2.32446 0.13
Te -0.51260 2.12898 1.85227 1.05
C -0.41610 4.06177 1.02904 -1.00
C 0.40737 4.53214 0.04175 -0.27
C 0.28909 5.93056 -0.15816 -0.18
C -0.61312 6.50138 0.68527 -0.41
S -1.32816 5.34905 1.72807 0.95
H 1.09839 3.90989 -0.51173 0.09
H 0.85160 6.48713 -0.89357 0.11
H -0.89715 7.53968 0.75125 0.07
```